[1]
H4N2O2P | ωB97M-V with the def2-TZVPD basis set

## Properties
orbital gap = 8.89 eV
relative energy (zero: lowest compared OMol25 entry of this formula, charge and spin) = 146.5 kJ/mol
SMILES = NP(N)(=O)[O-]
LUMO energy = 0.169 hartree
net charge = -1

Cartesian coordinates (Å):
P -0.49986 -0.07733 -0.18069
O -1.47100 1.02800 -0.12485
O -1.03588 -1.63955 -0.41521
N 0.53584 -0.30192 1.20364
N 0.76746 0.39594 -1.20545
H 0.39278 -1.26275 1.46732
H 0.93257 1.29439 -0.85988
H 0.12148 0.33853 -1.89683
H 0.25660 0.22470 2.01195

=====

[2]
C33H51N6O3PdSSi | ωB97M-V with the def2-TZVPD basis set

## Properties
orbital gap = 3.68 eV
relative energy (zero: lowest compared OMol25 entry of this formula, charge and spin) = 0.0 kJ/mol
LUMO energy = 0.045 hartree
net charge = -1

Cartesian coordinates (Å):
Pd -0.46687 1.52662 0.45443
S -0.17008 -0.85603 0.10747
Si 0.01229 -1.62261 -1.79530
O 1.44260 -1.28187 -2.56519
O -0.01731 -3.27019 -1.73914
O -1.14576 -1.17275 -2.87717
N -0.47629 3.32099 1.16919
N -2.31882 1.51105 1.28922
N 3.41611 1.62076 4.47417
N 1.43601 2.10372 0.06018
N 0.74718 3.96256 1.31067
N 0.98482 1.08373 3.23682
C 2.66303 -3.19054 -3.38133
C -2.69247 0.08780 -4.14540
C -0.43331 -0.48815 -5.05764
C 3.21323 0.32858 3.71548
C -1.48506 4.66506 2.95936
C -4.47278 -1.09585 -0.14000
C 3.73970 1.85724 -0.54503
C -3.57871 -0.05120 -0.01932
C 2.21759 0.63385 2.62383
C 1.15902 2.34097 3.93321
C -3.79675 -0.13425 2.36204
C 2.70864 -1.92590 -2.52299
C -3.23298 0.47407 1.23212
C 2.13106 2.13384 5.07551
C -1.45570 3.57007 2.10153
C 3.09232 -2.26164 -1.08519
C 1.69559 3.32770 0.69474
C -3.63091 2.89055 2.89901
C -5.04960 -1.66983 0.98599
C -2.59098 4.88287 3.78054
C 2.42871 1.44476 -0.54767
C -1.21412 -0.09053 -3.80670
C 3.06191 3.79815 0.71483
C -2.31954 -3.52416 -0.96019
C -3.66440 4.01325 3.72994
C -1.04831 -4.20788 -1.44469
C -0.49519 -5.13066 -0.36099
C -2.51689 2.60769 2.11106
C 4.04464 3.07680 0.12047
C -1.32028 -4.98081 -2.73421
C -4.69160 -1.18435 2.23635
C -0.64841 1.19419 -3.20553
C 3.70056 -0.92976 -3.11679
H 0.42424 -5.60535 -0.70697
H -0.79342 2.03300 -3.88993
H 3.07288 -1.36104 -0.47021
H -3.10422 -0.85392 -4.51161
H 3.63585 -3.68939 -3.38137
H 2.39201 -2.97777 -0.66033
H -4.53882 4.18659 4.34595
H 1.79443 1.36118 5.76652
H -1.14806 1.42875 -2.25993
H 2.12251 0.51734 -1.01987
H -0.27261 -4.54970 0.53288
H -3.50836 0.21151 3.34648
H -0.85667 -1.39420 -5.49365
H 0.41945 1.09530 -3.00777
H -0.65225 5.35508 2.93890
H -2.69241 -2.84150 -1.72058
H 3.73631 2.31938 3.79239
H 0.29857 1.26850 2.48008
H 4.18937 0.03252 3.33458
H -0.40582 -5.46152 -3.08499
H -2.61184 5.74517 4.43866
H 3.25659 4.74418 1.20189
H 1.53512 3.14222 3.27178
H 2.01555 -0.25372 2.01811
H -1.66705 -4.29287 -3.50485
H 3.69867 -0.00408 -2.54328
H 4.49959 1.28107 -1.05156
H -5.10551 -1.63432 3.13282
H 4.09649 -2.69065 -1.05558
H -2.82486 0.85010 -4.91504
H 2.67761 1.37984 1.95613
H 2.37674 3.05199 5.60800
H 3.41636 -0.69371 -4.14248
H 2.40864 -2.93089 -4.40932
H 1.91209 -3.87443 -2.99880
H -2.14098 -2.94751 -0.05540
H -5.74864 -2.49181 0.89039
H -3.25247 0.38807 -3.26378
H -3.09179 -4.26919 -0.75634
H -1.21589 -5.90832 -0.10457
H -2.08115 -5.74731 -2.57919
H 4.71162 -1.34023 -3.12075
H -4.48193 2.22272 2.88387
H -0.47334 0.30911 -5.80265
H -4.71718 -1.46934 -1.12816
H 5.06506 3.44751 0.13472
H 0.60654 -0.67687 -4.79908
H -3.11063 0.37712 -0.89455
H 4.13939 1.52386 5.18413
H 0.19732 2.69493 4.31089
H 2.83497 -0.39527 4.43574

=====

[3]
C31H92N6O13 | ωB97M-V with the def2-TZVPD basis set

## Properties
orbital gap = 9.14 eV
relative energy (zero: lowest compared OMol25 entry of this formula, charge and spin) = 413.1 kJ/mol
SMILES = COC[C@H](C)N.COC[C@H](C)N.COC[C@H](C)N.COC[C@H](C)N.COC[C@H](C)N.COC[C@H](C)N.OCCO.CO.CO.CO.CO.CO
LUMO energy = 0.009 hartree
net charge = 0

Cartesian coordinates (Å):
O -8.96212 24.57174 9.46129
O -8.20593 23.88135 -8.30599
O -11.34894 21.62158 0.84400
O -9.09100 25.81764 -4.32050
O -6.85315 28.80023 2.05051
O -4.50213 17.68542 8.84637
O -14.51235 23.31448 9.37296
O -8.75448 22.16075 2.14687
O -13.29181 18.97690 -4.24329
O -17.11766 24.93842 -1.90122
O -14.03252 15.99312 5.38983
O -3.82464 21.63097 2.01623
O -5.85438 18.18863 -4.08282
N -8.40057 25.56807 6.52694
N -12.84678 15.17165 8.76976
N -6.32583 15.89970 7.59597
N -13.50620 24.56541 7.08560
N -14.22524 25.42731 0.35722
N -9.08386 21.55871 -6.40153
C -17.11483 24.12224 -3.09174
C -9.26222 22.79401 1.03957
C -13.94010 22.25381 6.81733
C -16.36972 26.55171 0.76970
C -4.34969 18.72877 9.80977
C -15.39336 23.62312 8.35659
C -10.29518 21.86354 -8.42035
C -5.64554 16.96305 6.89787
C -5.69278 28.41154 1.35514
C -7.85751 22.48918 -8.38372
C -8.59564 27.04051 -3.80762
C -2.93254 22.69623 2.38343
C -14.75811 16.37213 8.29868
C -7.13724 26.60690 8.36659
C -8.04658 24.11773 8.56422
C -15.81811 25.17488 -1.38822
C -13.40848 16.03164 4.03538
C -13.13944 17.59039 -4.64609
C -10.10259 21.77163 0.17353
C -9.34437 23.52730 10.38882
C -15.63123 25.39180 0.10070
C -7.50107 25.31159 7.67075
C -5.56094 17.41943 -5.22752
C -8.96082 21.49030 -7.88128
C -15.01342 23.01246 10.67059
C -7.24099 24.62221 -9.08494
C -6.44822 17.24048 5.54930
C -5.37281 18.11380 7.87941
C -14.63414 23.59322 7.07232
C -13.78101 15.34057 7.73046
C -13.09609 15.78473 6.49599
H -6.04477 18.07010 4.96873
H -11.82744 22.44048 0.69559
H -7.69706 22.22812 -9.42977
H -16.29699 27.51202 0.25920
H -6.53208 25.02509 7.26201
H -9.77362 23.68855 1.39504
H -9.14730 22.56671 -6.40616
H -4.89160 28.07712 2.01421
H -6.05292 15.76703 8.55930
H -6.32521 16.39951 4.86685
H -15.90635 24.39432 0.44340
H -3.55221 18.42515 10.48796
H -3.47352 23.63960 2.45760
H -14.76559 22.03519 11.08487
H -14.19096 25.59644 1.35237
H -7.30690 16.13884 7.61621
H -13.03757 15.06364 3.69848
H -7.12151 28.12061 2.67317
H -17.41074 26.25951 0.90751
H -10.72576 22.78862 -8.03703
H -14.01802 16.53479 3.28478
H -15.49327 26.01090 -2.00760
H -6.86368 22.18421 -8.05599
H -7.22815 27.52024 7.77868
H -5.28878 19.04623 10.26301
H -13.82011 25.36577 7.61569
H -16.20687 22.89901 8.31215
H -13.47744 15.30858 9.54669
H -7.19375 23.63651 9.04298
H -5.87760 27.49092 0.80160
H -7.98530 26.76713 9.03234
H -4.86707 16.58364 -5.13749
H -10.13971 22.04603 -9.48366
H -15.27066 23.87272 6.23278
H -12.18585 17.09751 -4.45682
H -9.84812 23.85139 11.29948
H -16.04176 23.34507 10.81192
H -16.70935 24.49282 -4.03320
H -10.04423 22.91513 9.82002
H -6.47102 16.83972 -5.38177
H -12.48367 16.60753 4.00096
H -15.21129 16.05923 9.23933
H -16.59584 23.17134 -2.97114
H -15.93149 24.56444 8.46806
H -12.64577 16.77294 6.58958
H -13.20963 17.40739 -5.71832
H -5.46223 29.21385 0.65426
H -8.67360 20.45908 -8.08669
H -12.85764 24.21745 7.77726
H -4.72756 21.95638 2.03707
H -15.60060 16.53835 7.62736
H -8.41576 26.98770 -2.73387
H -5.02298 18.99624 7.34367
H -10.25407 22.13949 -0.84128
H -6.20509 24.62737 -8.74587
H -7.51434 17.44886 5.63910
H -4.67750 16.53167 6.64307
H -2.43362 22.35068 3.28885
H -13.58195 22.19580 5.78948
H -6.56919 18.81344 -4.22518
H -12.48080 14.24729 8.94787
H -9.26956 25.88462 6.93283
H -14.63912 21.42403 6.92191
H -6.34481 18.34219 8.31663
H -15.12655 24.36287 -1.61290
H -3.96884 19.65454 9.37849
H -9.07030 28.01072 -3.95418
H -14.45769 23.69590 11.31260
H -8.47944 23.42855 7.83914
H -12.33408 15.09457 6.13388
H -14.28338 17.35327 8.30850
H -13.51216 18.96792 -3.30896
H -9.48778 21.63328 2.47191
H -6.21394 26.62151 8.94572
H -5.45572 17.87012 -6.21439
H -11.10008 21.12915 -8.45038
H -7.57719 27.18515 -4.16810
H -13.08440 22.10226 7.47529
H -15.89067 26.64905 1.74393
H -14.02674 17.16640 -4.17596
H -2.14007 22.74965 1.63694
H -7.17921 24.37910 -10.14569
H -10.05819 21.31409 -6.29692
H -13.94164 26.29891 -0.06703
H -9.69966 20.77339 0.00248
H -8.86308 25.72272 -5.24820
H -8.42606 23.03403 10.70741
H -14.39032 14.44707 7.59443
H -8.53700 24.61820 6.21192
H -8.49953 23.22014 0.38779
H -7.39347 25.70149 -9.08734
H -18.15837 23.91327 -3.32722

=====

[4]
C5H10Cl2F2N2O3P2 | ωB97M-V with the def2-TZVPD basis set

## Properties
orbital gap = 7.12 eV
SMILES = CC[C@H](Cl)[PH](Cl)(N(C(=O)F)C(=O)F)P(N)O
LUMO energy = -0.042 hartree
net charge = 0

Cartesian coordinates (Å):
Cl -1.59151 -1.11210 -1.41680
Cl 0.48133 2.26511 0.73226
P 0.71208 0.20162 0.33168
P 1.18285 -1.92323 -0.07194
F 1.09637 1.37262 3.76383
F -2.34443 -0.95570 1.72735
O -1.76608 1.13368 2.82022
O 1.91927 -0.88191 3.50531
O 0.22798 -2.94965 1.00763
N 2.89137 -2.25141 0.43744
N 0.12736 -0.32130 1.93165
C -0.99893 1.64480 -1.67771
C -1.86096 1.33811 -3.07971
C -1.31546 0.04704 2.18884
C -0.27087 0.23473 -1.29230
C 1.05258 0.07031 3.06078
H 3.35191 -1.35532 0.74688
H -1.81800 2.34077 -3.71957
H 0.48552 -0.01639 -2.17670
H -0.24671 2.51671 -1.99372
H -0.76656 -2.81166 0.81718
H -2.98976 1.08537 -2.83810
H 3.42892 -2.63875 -0.39029
H -1.32917 0.51298 -3.73376
H -1.81757 2.01186 -0.90630
H 2.15846 0.44169 0.22586

=====

[5]
C3H4CrO2 | ωB97M-V with the def2-TZVPD basis set

## Properties
orbital gap (spin up / spin down) = 4.27 / 6.81 eV
relative energy (zero: lowest compared OMol25 entry of this formula, charge and spin) = 354.6 kJ/mol
LUMO energy (spin up / spin down) = -0.468 / -0.387 hartree
spin multiplicity = 5
net charge = +2

Cartesian coordinates (Å):
Cr 1.31249 3.28244 0.80255
O -1.85309 -0.54038 -0.05165
O 0.53923 1.60642 0.20527
C 0.34246 -0.78670 -0.78644
C 0.47990 0.42710 0.53851
C -0.65681 -1.02119 0.19741
H 1.25684 -1.35964 -0.56387
H 0.09343 -0.46281 -1.80204
H 1.00039 0.09865 1.45642
H -2.51483 -1.24387 0.00384

=====

[6]
C2H4O6S2V | ωB97M-V with the def2-TZVPD basis set

## Properties
orbital gap = 5.10 eV
relative energy (zero: lowest compared OMol25 entry of this formula, charge and spin) = 0.0 kJ/mol
LUMO energy = -0.293 hartree
net charge = +1

Cartesian coordinates (Å):
V 4.65836 1.53171 -0.20675
S 0.41625 -0.06860 -0.11006
S -3.12524 0.84718 0.51983
O 6.08886 2.26239 -0.34213
O 1.78789 -0.18510 0.38020
O 0.19793 0.82379 -1.17649
O -0.49073 0.30729 1.08999
O -0.13392 -1.48123 -0.34818
O 3.16869 0.76220 -0.06512
C -1.80094 -0.27777 0.83478
C -1.58933 -1.32269 -0.26751
H -3.09950 0.82383 -0.81071
H -2.08892 -2.23520 -0.00093
H -1.91067 -1.02741 -1.25103
H -2.07874 -0.76038 1.75411

=====

net charge of number 2 (C33H51N6O3PdSSi)?
-1

=====

Number 4 is which compound?
C5H10Cl2F2N2O3P2

=====

Which value of net charge does entry 6 give?
+1

=====

Which formula does entry 4 have?
C5H10Cl2F2N2O3P2